Record 1
Formula: C35H40N3O
Source: the OMol25 dataset
Level of theory: ωB97M-V/def2-TZVPD

ORCA input file:
```
! RIJCOSX wB97M-V def2-TZVPD def2/J DEFGRID3
* xyz 1 1
C -1.43900 3.23624 1.20970
C -2.77866 2.80646 0.68884
C -3.33158 3.47513 -0.52970
C -3.50875 1.88836 1.39954
N -4.75750 1.37512 1.04494
C -5.59417 0.98900 2.19621
C -6.99208 0.65322 1.70529
O -6.93148 -0.36418 0.69933
C -6.19673 0.08864 -0.44063
C -4.75981 0.40957 -0.05668
H -0.98456 3.98904 0.55457
H -1.49896 3.67466 2.21899
H -0.74055 2.38968 1.27597
H -2.64273 4.26248 -0.85736
H -3.45039 2.78585 -1.37721
H -4.30747 3.95270 -0.35483
H -3.15072 1.55529 2.38353
H -5.17676 0.09365 2.69369
H -5.64426 1.82310 2.90563
H -7.57719 0.19229 2.51438
H -7.47293 1.57976 1.32784
H -6.21694 -0.76939 -1.12902
H -6.65676 0.98959 -0.89916
H -4.22717 0.82811 -0.91982
H -4.27303 -0.53860 0.25589
C 2.99065 3.33214 -4.68408
N 2.32009 2.03237 -4.88434
C 3.03472 1.13714 -5.74468
C 4.29972 0.65091 -5.38110
C 4.97254 -0.24540 -6.21244
C 4.40191 -0.63967 -7.43104
C 3.15383 -0.12764 -7.81448
C 2.47537 0.76102 -6.97956
C 1.67198 1.51438 -3.72993
C 0.27728 1.28000 -3.72121
C -0.33950 0.78225 -2.58806
C 0.38758 0.48829 -1.38235
C -0.32463 -0.04501 -0.26879
C 0.15251 -0.56482 0.97043
C -0.80151 -1.02916 1.94082
C -0.42166 -1.51691 3.17911
C 0.94453 -1.56434 3.54161
N 1.35505 -2.06161 4.81011
C 1.94767 -1.03851 5.69391
C 1.99394 -3.34386 4.87125
C 3.33988 -3.49609 4.51186
C 3.93112 -4.76039 4.53904
C 3.19402 -5.87227 4.97108
C 1.85993 -5.71383 5.37588
C 1.26220 -4.45522 5.32888
C 1.89773 -1.11538 2.61613
C 1.52261 -0.69310 1.35290
C 1.78120 0.80073 -1.41435
C 2.40237 1.27567 -2.55676
H 2.43147 3.91629 -3.94379
H 4.03053 3.20844 -4.34285
H 2.99985 3.86877 -5.64027
H 4.73745 0.97140 -4.43128
H 5.94496 -0.63460 -5.90385
H 4.93012 -1.33913 -8.08029
H 2.70669 -0.42120 -8.76608
H 1.50606 1.18450 -7.25014
H -0.28684 1.51414 -4.62839
H -1.41934 0.60174 -2.59074
H -1.40458 -0.13393 -0.41823
H -1.86166 -1.00048 1.66865
H -1.15809 -1.87962 3.90169
H 2.33542 -1.52877 6.59359
H 2.76125 -0.48592 5.19706
H 1.16615 -0.32197 5.97560
H 3.90672 -2.61851 4.18939
H 4.96996 -4.87221 4.22115
H 3.65936 -6.85830 4.99664
H 1.28349 -6.57191 5.72751
H 0.22960 -4.28881 5.64299
H 2.95736 -1.14011 2.88877
H 2.32048 -0.46548 0.65805
H 2.39907 0.69752 -0.53088
H 3.48155 1.46073 -2.55410
*
```

max |F| = 2.36 eV Å⁻¹
HOMO-LUMO gap = 4.582 eV
lowest unoccupied orbital energy = -0.2023 Ha
HOMO energy = -10.088 eV
energy relative to the best compared isomer or geometry (same formula, charge and spin) = 65.0 kcal per mole

---

Record 2
Formula: C35H41As2Cl3F6GaN4O3SSi2
Source: the OMol25 dataset
Level of theory: ωB97M-V/def2-TZVPD

ORCA input file:
```
! RIJCOSX wB97M-V def2-TZVPD def2/J DEFGRID3
* xyz 2 2
Ga 1.80535 0.28606 -0.92477
O -3.60169 -0.83666 4.46806
C -2.35125 -0.74536 4.93974
O -2.12404 -0.79499 6.11036
C -1.23510 -0.59932 3.93376
C 0.04697 -0.92106 4.37390
C 1.13471 -0.82377 3.53211
C 0.96628 -0.38491 2.21551
C -0.31766 -0.06253 1.78130
C -1.40656 -0.15702 2.62882
N 2.02285 -0.27171 1.28184
C 3.24243 -0.41617 1.61060
C 4.28844 -0.31231 0.60697
C 5.61823 -0.48651 0.95089
C 6.59223 -0.34960 -0.03000
C 6.19364 -0.05396 -1.32192
C 4.83990 0.09455 -1.59357
N 3.90908 -0.02665 -0.64993
H -3.65826 -0.79886 3.50827
H 0.16910 -1.25255 5.39627
H 2.10468 -1.10296 3.92063
H -0.45825 0.26788 0.76048
H -2.38108 0.13182 2.25188
H 3.56637 -0.60553 2.63098
H 5.88353 -0.73005 1.97104
H 7.63890 -0.47142 0.21340
H 6.91261 0.06162 -2.11978
H 4.51399 0.32381 -2.59569
Cl -5.55560 2.52677 -1.26080
C -4.92807 0.94249 -0.99833
C -3.68430 0.78474 -0.40361
C -3.19305 -0.49314 -0.20812
C -3.89805 -1.62489 -0.60345
C -3.28622 -2.99694 -0.38213
C -2.26608 -3.37903 -1.49597
N -0.93484 -2.86847 -1.21176
C -0.00280 -3.48994 -0.41691
C 1.00329 -2.59951 -0.23251
N 0.67504 -1.43334 -0.88936
C -0.48451 -1.64221 -1.49150
O -2.60334 -3.03377 0.84731
C -3.35417 -3.43347 1.99823
C -2.81163 -4.71535 2.54826
C -2.26622 -4.84563 3.79428
Cl -2.13625 -3.62265 4.98553
S -1.69757 -6.44436 4.10145
C -2.17617 -6.94750 2.53778
C -2.75109 -5.94062 1.82915
C -5.16077 -1.43863 -1.16655
Cl -6.13117 -2.78693 -1.64447
C -5.67408 -0.16378 -1.36900
H -3.11547 1.65384 -0.09570
H -2.24660 -0.63467 0.29366
H -4.08148 -3.74280 -0.41958
H -2.60978 -2.98638 -2.45066
H -2.19768 -4.46259 -1.56362
H -0.13542 -4.49288 -0.05036
H 1.91996 -2.71284 0.31870
H -1.00218 -0.93534 -2.11621
H -4.41474 -3.53828 1.75183
H -3.24851 -2.64922 2.74844
H -2.01909 -7.96924 2.23148
H -3.13922 -6.06913 0.82725
H -6.65308 -0.03637 -1.80964
F 2.52496 -0.95537 -2.73264
As 2.09630 0.17343 -4.05075
F 0.55155 0.32742 -3.16261
F 1.41008 -1.07404 -4.96373
F 1.65554 1.44491 -5.09332
F 3.68133 0.04636 -4.63787
F 2.62470 1.40259 -2.82042
C 1.38240 4.46610 -3.51012
Si -0.23724 3.76220 -2.90550
C -1.33053 4.88497 -1.87243
C -1.26073 2.64964 -3.99584
As 0.55077 2.38044 -0.76425
Si 2.14301 3.73043 0.47698
C 1.42849 5.46974 0.52859
C 3.81744 3.65984 -0.38212
C 2.22944 3.07377 2.24568
H 1.18730 5.12000 -4.36472
H 2.05377 3.67350 -3.84322
H 1.87748 5.05708 -2.73929
H -1.74967 5.68067 -2.49349
H -0.78771 5.35430 -1.05205
H -2.16272 4.31717 -1.45265
H -1.83522 3.27333 -4.68661
H -1.96598 2.07083 -3.39801
H -0.65501 1.96514 -4.58458
H 1.37964 5.93885 -0.45549
H 2.05281 6.10459 1.16056
H 0.42522 5.46587 0.95917
H 3.78093 4.07497 -1.39019
H 4.17595 2.63192 -0.45418
H 4.54800 4.23342 0.19177
H 1.27973 2.64337 2.56729
H 2.46618 3.89424 2.92525
H 3.00734 2.31854 2.36650
*
```

max |F| = 1.51 eV Å⁻¹
HOMO-LUMO gap (spin up / spin down) = 5.790 / 4.667 eV
lowest unoccupied orbital energy (spin up / spin down) = -0.2528 / -0.2941 Ha
expectation value of S² = 0.753
HOMO energy (spin up / spin down) = -12.668 / -12.668 eV
energy relative to the best compared isomer or geometry (same formula, charge and spin) = 15.0 kcal per mole